(1)
C7H14N | ωB97M-V/def2-TZVPD

```
! wB97M-V def2-TZVPD RIJCOSX def2/J DEFGRID3
* xyz 2 2
C 1.63 1.60 2.42
C 2.88 1.72 1.88
C -0.58 0.80 2.35
N 0.50 1.18 1.72
H 1.46 1.80 3.51
H 3.08 1.57 0.82
H 3.80 2.01 2.42
H -1.41 0.34 1.86
H -0.61 0.95 3.40
H 0.71 1.02 0.71
C -0.83 -0.01 -0.66
C -1.38 -0.44 -2.05
C -0.60 -1.60 -2.61
C -0.96 -2.90 -2.38
H 0.26 0.08 -0.74
H -1.21 0.97 -0.39
H -1.13 -0.72 0.09
H -1.25 0.46 -2.68
H -2.46 -0.68 -1.95
H 0.27 -1.34 -3.24
H -0.34 -3.73 -2.77
H -1.81 -3.08 -1.71
*
```

Results
Orbital gap (alpha / beta), eV: 8.995 / 5.173
Calculated total energy, Ha: -329.0707
E_LUMO (alpha / beta), eV: -8.4 / -12.2


(2)
C15H36CaF3KN5Na2O7 | ωB97M-V/def2-TZVPD

```
! wB97M-V def2-TZVPD RIJCOSX def2/J DEFGRID3
* xyz -1 1
C 6.60 -2.76 2.27
C 5.35 -2.07 1.53
F 5.59 -0.74 1.02
C 4.70 -2.99 0.37
N 3.72 -3.86 1.04
C 2.35 -3.38 0.82
C 1.71 -2.60 2.09
C 1.24 -1.11 1.79
C 2.52 -0.22 1.43
N 2.12 1.18 1.08
H 6.19 -3.58 2.93
H 7.46 -3.12 1.55
H 7.03 -1.96 3.01
H 4.51 -1.97 2.31
H 5.52 -3.54 -0.16
H 4.24 -2.27 -0.37
H 1.70 -4.32 0.71
H 2.22 -2.79 -0.15
H 2.52 -2.56 2.90
H 0.84 -3.21 2.51
H 0.83 -0.68 2.77
H 0.44 -1.02 1.00
H 3.13 -0.65 0.57
H 3.17 -0.21 2.37
H 2.40 1.74 1.90
H 2.68 1.49 0.27
Ca 3.75 -0.38 4.07
F 5.09 0.66 -0.45
F 8.16 -3.58 0.36
C -2.50 -0.95 -4.02
C -1.35 -0.73 -3.04
C -1.28 -1.79 -1.93
O -2.25 -1.61 -0.90
C -3.53 -2.11 -1.19
N -1.44 0.63 -2.49
H -3.47 -0.66 -3.61
H -2.35 -0.35 -4.92
H -2.55 -2.00 -4.33
H -0.42 -0.80 -3.62
H -0.31 -1.70 -1.44
H -1.33 -2.80 -2.34
H -3.49 -3.02 -1.80
H -4.12 -1.33 -1.70
H -4.02 -2.35 -0.25
H -0.62 0.81 -1.92
H -2.21 0.63 -1.82
C -4.68 3.25 -3.91
O -4.89 3.71 -2.79
N -3.87 2.19 -4.13
N -5.25 3.78 -5.03
H -3.69 1.80 -5.04
H -3.43 1.77 -3.33
H -5.86 4.57 -4.90
H -5.10 3.42 -5.95
Na -5.47 0.18 -1.69
Na 6.68 0.04 2.19
C -9.74 0.90 -1.31
O -10.91 0.76 -1.71
O -9.69 1.73 -0.22
O -8.66 0.43 -1.72
H -10.66 1.87 -0.23
K -7.82 2.78 -0.19
O 2.93 2.99 4.46
C 2.92 4.30 4.26
C 2.70 5.06 5.68
O 2.66 6.36 5.48
H 2.14 4.70 3.59
H 3.83 4.75 3.83
H 3.50 4.68 6.34
H 1.80 4.59 6.13
*
```

Results
Orbital gap, eV: 1.361
Calculated total energy, Ha: -3294.8664
E_LUMO, eV: -1.2


(3)
C9H14N4O | ωB97M-V/def2-TZVPD

```
! wB97M-V def2-TZVPD RIJCOSX def2/J DEFGRID3
* xyz 0 1
C -2.49 -1.58 -0.09
C -0.42 -0.79 -0.04
C -0.41 -2.18 -0.20
C 0.13 0.54 -2.67
C 0.51 0.34 -0.10
C 0.62 -3.30 -0.45
C 0.33 2.82 0.56
C 0.16 1.07 2.34
C 0.78 1.38 0.97
N -1.72 -2.62 -0.21
N -0.56 1.23 -1.91
N -1.75 -0.46 0.05
N 1.61 0.17 -0.88
O 1.28 -0.18 -2.20
H -3.58 -1.46 -0.12
H 0.14 0.48 -3.74
H 0.94 -3.80 0.42
H 0.13 -4.11 -1.09
H 1.56 -2.63 -0.81
H -0.79 2.73 0.32
H 0.78 3.28 -0.27
H 0.50 3.50 1.42
H 0.35 0.00 2.67
H -0.88 1.12 2.44
H 0.48 1.81 3.06
H 1.84 1.45 1.19
H -2.01 0.53 0.19
H 2.45 0.66 -0.84
*
```

Results
Orbital gap (alpha / beta), eV: 8.257 / 8.255
Calculated total energy, Ha: -645.4456
E_LUMO (alpha / beta), eV: 0.2 / 0.2


(4)
C25H24BiN6O6S | ωB97M-V/def2-TZVPD

```
! wB97M-V def2-TZVPD RIJCOSX def2/J DEFGRID3
* xyz 1 1
Bi 0.70 1.25 0.16
S 0.52 3.00 -1.66
C -1.24 3.18 -1.69
N -1.99 3.80 -2.57
N -1.55 4.43 -3.61
C -0.24 4.94 -3.89
C 0.39 4.58 -5.07
C 1.62 5.13 -5.38
C 2.22 6.04 -4.51
C 1.57 6.40 -3.33
C 0.33 5.87 -3.02
N -2.05 2.60 -0.74
N -1.55 1.90 0.15
C -2.46 1.35 1.11
C -1.93 0.67 2.20
C -2.77 0.13 3.15
C -4.15 0.25 3.02
C -4.67 0.93 1.92
C -3.84 1.48 0.97
H -2.30 4.77 -4.19
H -0.08 3.86 -5.73
H 2.13 4.85 -6.29
H 3.18 6.47 -4.75
H 2.02 7.12 -2.66
H -0.19 6.15 -2.12
H -0.86 0.57 2.33
H -2.36 -0.39 4.01
H -4.81 -0.17 3.76
H -5.75 1.03 1.82
H -4.25 2.01 0.12
O -0.45 -0.66 -0.30
C 0.39 -1.02 -1.19
O 1.35 -0.23 -1.45
C 0.25 -2.30 -1.90
C -0.81 -3.15 -1.58
C -0.94 -4.36 -2.24
C -0.01 -4.68 -3.21
C 1.04 -3.85 -3.55
C 1.17 -2.65 -2.89
N -0.15 -5.98 -3.92
O -1.05 -6.70 -3.57
O 0.68 -6.24 -4.76
H -1.51 -2.86 -0.81
H -1.74 -5.05 -2.01
H 1.73 -4.16 -4.32
H 1.98 -1.97 -3.12
O 1.14 -2.49 2.17
C 1.29 -1.39 2.86
O 1.50 -0.30 2.34
C 1.21 -1.58 4.37
N 0.95 -3.00 4.65
C 2.03 -3.52 5.51
C 3.21 -2.63 5.18
C 2.55 -1.25 5.05
H 0.41 -0.92 4.73
H 0.97 -3.19 2.86
H 0.03 -3.16 5.03
H 2.21 -4.57 5.30
H 1.77 -3.43 6.57
H 3.66 -2.93 4.23
H 3.99 -2.65 5.94
H 3.13 -0.53 4.48
H 2.36 -0.83 6.04
*
```

Results
Orbital gap, eV: 7.006
Calculated total energy, Ha: -2359.5572
E_LUMO, eV: -3.8


(5)
H19O10 | ωB97M-V/def2-TZVPD

```
! wB97M-V def2-TZVPD RIJCOSX def2/J DEFGRID3
* xyz -1 1
O -2.74 -2.38 0.76
H -0.61 2.93 2.60
H -2.13 -1.92 0.19
O -0.29 -2.52 -1.57
H -0.28 -1.60 -1.81
H 0.13 0.24 1.04
O -3.78 0.93 -0.07
H -0.80 -2.57 -0.76
H -3.86 0.02 -0.28
O -0.67 -0.53 0.21
H 3.19 0.93 -2.61
H -3.54 -2.52 0.28
O 2.90 0.30 -1.94
H -1.30 0.10 -1.05
H -1.33 1.74 -1.22
O 3.46 -2.30 1.25
H 3.95 -1.93 0.52
H 2.57 -2.01 1.00
O 1.92 2.27 -0.57
H 2.63 1.62 -0.76
H 0.54 1.91 2.76
O 0.13 2.74 3.15
H 1.20 1.37 1.23
H 2.65 -0.55 -2.29
O -1.56 0.91 -1.63
H -3.08 1.23 -0.70
O 0.84 0.65 1.75
H -1.38 -0.68 0.83
H 1.24 1.63 -0.31
*
```

Results
Orbital gap, eV: 8.889
Calculated total energy, Ha: -763.8249
E_LUMO, eV: 2.6


(6)
C5H33NO14 | ωB97M-V/def2-TZVPD

```
! wB97M-V def2-TZVPD RIJCOSX def2/J DEFGRID3
* xyz -1 2
C 1.85 -0.88 1.71
C 0.50 -0.38 2.17
N -0.58 -1.28 1.93
C -1.78 -1.03 2.75
C -0.80 -1.74 0.53
C -2.03 -1.16 -0.14
O -2.21 -1.42 -1.31
O 0.22 0.74 2.60
H 1.90 -1.96 1.74
H 1.82 -0.41 0.72
H 2.70 -0.59 2.32
H -2.77 -0.97 2.30
H -1.57 -0.13 3.37
H -1.90 -1.73 3.57
H 0.05 -1.70 -0.16
H -0.94 -2.88 0.61
H -2.77 -0.65 0.47
H 1.06 0.67 -1.26
H 1.12 1.80 -0.17
O 1.48 0.92 -0.43
H -1.34 2.43 -2.10
H -2.37 3.12 -1.02
O -1.51 3.22 -1.48
H 2.24 -2.63 0.01
H 2.94 -1.54 -0.76
O 2.51 -2.40 -0.90
H 1.21 -4.38 -0.26
H 1.09 -4.69 1.23
O 1.69 -4.30 0.58
H -4.15 1.58 -1.13
H -3.50 1.92 0.26
O -3.85 2.29 -0.56
H 1.37 -2.75 -2.82
H -0.02 -3.10 -2.17
O 0.41 -2.74 -2.96
H 1.20 -1.15 -2.81
H 2.49 -0.20 -3.19
O 1.57 -0.25 -2.93
H -1.20 1.60 1.78
H -2.53 2.36 1.95
O -2.11 1.67 1.43
H 0.28 2.55 3.17
H 0.10 3.63 2.13
O -0.28 3.32 2.96
H -0.42 3.21 -0.44
H 1.18 3.80 -0.35
O 0.45 3.37 0.11
H -1.91 1.30 -4.11
H -0.89 0.58 -3.12
O -1.36 1.40 -3.33
H 3.09 0.58 -0.47
H 4.22 0.70 -1.45
O 4.05 0.31 -0.59
*
```

Results
Orbital gap (alpha / beta), eV: 2.641 / 7.881
Calculated total energy, Ha: -1318.3932
E_LUMO (alpha / beta), eV: 2.5 / 2.4